# 1
Formula: C5H14NO
Source: the Open Molecules 2025 dataset
Level of theory: ωB97M-V/def2-TZVPD

## Properties
Energy above the lowest of the compared OMol25 structures with the same formula, charge and spin: 157.2 kcal/mol
Kohn-Sham gap (alpha / beta): 0.279 / 0.279 Eh
Charge: +1

Bonds (Å) are listed after each position.
Element x y z (Å)
1 C -1.91932 1.68266 -0.11355  C5 1.398, H8 1.182, H9 1.103, H10 1.197
2 C 1.66424 0.74997 0.34282  N6 1.470, H11 1.193, H12 1.070, H13 1.089
3 C 1.01397 -1.07971 -1.03089  N6 1.426, H14 1.051, H15 1.092, H16 1.094
4 C -0.03854 -1.64290 1.59716  O7 1.389, H17 1.069, H18 1.085, H19 1.127
5 C -1.18205 1.50134 -1.28791  C1 1.398, H20 1.085, H21 1.108
6 N 0.55899 -0.12673 -0.07205  C2 1.470, C3 1.426, O7 1.447
7 O -0.31774 -0.39845 1.04639  C4 1.389, N6 1.447
8 H -1.69229 0.79898 0.63757  C1 1.182
9 H -1.65517 2.63356 0.37813  C1 1.103
10 H -3.08418 1.50827 -0.32485  C1 1.197
11 H 2.41021 0.51135 -0.55711  C2 1.193
12 H 1.29525 1.74009 0.50988  C2 1.070
13 H 2.09632 0.44127 1.29407  C2 1.089
14 H 1.85524 -1.64343 -0.74910  C3 1.051
15 H 0.36341 -1.94167 -1.19251  C3 1.092
16 H 1.29946 -0.42629 -1.86016  C3 1.094
17 H 0.98016 -1.93305 1.45301  C4 1.069
18 H -0.67392 -2.42875 1.20303  C4 1.085
19 H -0.33873 -1.79323 2.67321  C4 1.127
20 H -0.45982 2.25118 -1.59422  C5 1.085
21 H -1.55207 0.71732 -1.97842  C5 1.108

Here are the natural (NBO) charges for atoms 1 to 4, given in e: -0.80, -0.43, -0.47, -0.29



# 2
Formula: C5H14NO2
Source: the Open Molecules 2025 dataset
Level of theory: ωB97M-V/def2-TZVPD

## Properties
Energy above the lowest of the compared OMol25 structures with the same formula, charge and spin: 60.2 kcal/mol
Kohn-Sham gap: 0.280 Eh
Charge: -1

Bonds (Å) are listed after each position.
Element x y z (Å)
1 C -0.53940 0.63905 2.14808  O2 1.360, C3 1.609, H8 1.061, H9 1.114
2 O -1.44791 0.86078 1.16110  C1 1.360
3 C 0.13556 -0.82163 2.15721  C1 1.609, C4 1.638, H10 1.155, H11 1.221
4 C 1.29345 -0.92796 1.00310  C3 1.638, C5 1.524, H12 1.102, H13 1.123
5 C 0.69923 -0.41400 -0.30283  C4 1.524, C6 1.601, H14 1.080, H15 1.211
6 C 1.32038 -0.88816 -1.69994  C5 1.601, N7 1.547, H16 1.147, H17 1.235
7 N 0.48798 -0.38845 -2.90447  C6 1.547, H18 1.013, H19 0.894
8 H 0.23840 1.35956 2.11505  C1 1.061
9 H -1.06222 0.59889 3.13078  C1 1.114
10 H 0.48820 -1.32301 3.13607  C3 1.155
11 H -0.85526 -1.49387 1.91851  C3 1.221
12 H 2.23455 -0.38180 1.17798  C4 1.102
13 H 1.29468 -2.05057 0.98777  C4 1.123
14 H 0.71447 0.65080 -0.12296  C5 1.080
15 H -0.47150 -0.72170 -0.29435  C5 1.211
16 H 2.42431 -0.70585 -1.95322  C6 1.147
17 H 1.05182 -2.09214 -1.75469  C6 1.235
18 H 0.62028 0.61258 -2.98481  N7 1.013
19 H -0.37086 -0.63391 -2.86298  N7 0.894
20 H -2.40146 2.01692 -1.09511  O22 0.992
21 H -1.28700 1.18036 -0.20739  O22 1.164
22 O -1.48829 1.66160 -1.24773  H20 0.992, H21 1.164

Here are the natural (NBO) charges for atoms 1 to 4, given in e: -0.04, -0.92, -0.42, -0.43



# 3
Formula: C5H14NO2
Source: the Open Molecules 2025 dataset
Level of theory: ωB97M-V/def2-TZVPD

## Properties
Energy above the lowest of the compared OMol25 structures with the same formula, charge and spin: 56.9 kcal/mol
Kohn-Sham gap: 0.243 Eh
Charge: -1

Bonds (Å) are listed after each position.
Element x y z (Å)
1 C -0.33445 0.21998 1.51244  C2 1.539, H8 1.159, H9 1.081, H10 1.027
2 C -1.16550 -0.45044 0.40468  C1 1.539, C3 1.564, N7 1.466, H11 1.119
3 C -0.21322 -1.33724 -0.46310  C2 1.564, C4 1.549, H12 1.110, H13 1.044
4 C 0.51578 -0.32319 -1.37913  C3 1.549, C5 1.618, H14 1.073, H15 1.114
5 C 1.93446 -0.06186 -0.64538  C4 1.618, O6 1.319, H16 1.058, H17 1.003
6 O 2.04824 1.22248 -0.36714  C5 1.319
7 N -2.06263 -1.27656 1.21766  C2 1.466, H18 1.029, H19 0.962
8 H 0.39230 1.03239 1.11913  C1 1.159
9 H -1.14107 0.76508 1.98238  C1 1.081
10 H 0.46389 -0.21747 1.98811  C1 1.027
11 H -1.76498 0.23970 -0.24081  C2 1.119
12 H 0.51687 -1.89549 0.15976  C3 1.110
13 H -0.66387 -2.09827 -1.01721  C3 1.044
14 H -0.03579 0.56650 -1.61473  C4 1.073
15 H 0.71539 -0.89474 -2.31427  C4 1.114
16 H 2.10732 -0.72207 0.16267  C5 1.058
17 H 2.56453 -0.24666 -1.40320  C5 1.003
18 H -2.78294 -1.79548 0.69747  N7 1.029
19 H -2.49780 -0.69584 1.84895  N7 0.962
20 H 0.43212 3.02899 0.14977  O22 0.956
21 H 0.74763 2.04036 -1.02424  O22 1.037
22 O 0.22370 2.89982 -0.77379  H20 0.956, H21 1.037

Here are the natural (NBO) charges for atoms 1 to 4, given in e: -0.68, -0.03, -0.40, -0.45



# 4
Formula: C5H14NO2
Source: the Open Molecules 2025 dataset
Level of theory: ωB97M-V/def2-TZVPD

## Properties
Energy above the lowest of the compared OMol25 structures with the same formula, charge and spin: 129.8 kcal/mol
Kohn-Sham gap: 0.182 Eh
Charge: +1

Bonds (Å) are listed after each position.
Element x y z (Å)
1 C -3.75924 0.18151 -1.76473  C2 1.530, H7 1.092, H8 1.088, H9 1.101
2 C -3.76147 -0.63308 -0.47012  C1 1.530, C3 1.535, H10 1.079, H11 1.076
3 C -2.98781 0.11422 0.62439  C2 1.535, C4 1.349, N6 1.392
4 C -3.43342 0.40283 1.86445  C3 1.349, H12 1.081, H13 1.076
5 C -0.86817 -0.21488 -0.65381  N6 1.407, H14 1.108, H15 1.098
6 N -1.71165 0.49472 0.22033  C3 1.392, C5 1.407, H16 1.020
7 H -4.12508 -0.38803 -2.62101  C1 1.092
8 H -2.74382 0.53017 -1.94001  C1 1.088
9 H -4.33803 1.11112 -1.65464  C1 1.101
10 H -3.18492 -1.53708 -0.58742  C2 1.079
11 H -4.74900 -0.86573 -0.11042  C2 1.076
12 H -4.46263 0.13222 2.05311  C4 1.081
13 H -2.79354 0.74916 2.65764  C4 1.076
14 H -0.49354 -1.04393 -0.02136  C5 1.108
15 H -0.12637 0.52654 -0.97857  C5 1.098
16 H -1.26202 1.17633 0.83172  N6 1.020
17 H 5.90024 -0.10874 -1.74035  O19 0.963
18 H 7.37327 0.28565 -1.80013  O19 0.958
19 O 6.69143 -0.01708 -1.19954  H17 0.963, H18 0.958
20 H 6.61787 -0.20028 0.81405  O22 0.967
21 H 6.86344 -0.40826 2.30026  O22 0.959
22 O 6.15912 -0.27791 1.66204  H20 0.967, H21 0.959

Here are the natural (NBO) charges for atoms 1 to 4, given in e: -0.61, -0.43, 0.13, -0.25



# 5
Formula: C5H14NO2
Source: the Open Molecules 2025 dataset
Level of theory: ωB97M-V/def2-TZVPD

## Properties
Energy above the lowest of the compared OMol25 structures with the same formula, charge and spin: 60.7 kcal/mol
Kohn-Sham gap: 0.335 Eh
Charge: +1

Bonds (Å) are listed after each position.
Element x y z (Å)
1 C 0.84569 0.93977 2.20278  C2 1.516, H7 1.088, H8 1.089, H9 1.097
2 C 0.22868 1.97044 1.27732  C1 1.516, C3 1.520, H10 1.119, H11 1.091
3 C -0.30689 1.43991 -0.04229  C2 1.520, C4 1.326, N6 1.441
4 C -0.14465 2.10670 -1.17695  C3 1.326, H12 1.079, H13 1.075
5 C -2.06405 -0.23929 0.29000  N6 1.276, H14 1.083, H15 1.079
6 N -0.89382 0.12407 -0.06711  C3 1.441, C5 1.276, H16 1.034
7 H 1.81623 0.60900 1.83744  C1 1.088
8 H 0.99401 1.18805 3.25289  C1 1.089
9 H 0.21178 0.04551 2.23564  C1 1.097
10 H -0.70188 2.34038 1.77675  C2 1.119
11 H 0.67341 2.94572 1.07517  C2 1.091
12 H 0.27729 3.09954 -1.19198  C4 1.079
13 H -0.46806 1.76834 -2.14518  C4 1.075
14 H -2.25715 -1.23808 -0.08212  C5 1.083
15 H -2.74116 0.46458 0.74861  C5 1.079
16 H -0.20436 -0.52692 -0.47902  N6 1.034
17 H -0.00699 -4.37463 -0.49540  O19 0.969
18 H 1.22657 -3.70027 0.19346  O19 0.950
19 O 0.61401 -3.63117 -0.52918  H17 0.969, H18 0.950
20 H 0.84407 -2.39641 -2.38298  O22 0.973
21 H 1.20126 -1.45846 -3.59606  O22 0.959
22 O 0.85600 -1.47679 -2.70180  H20 0.973, H21 0.959

Here are the natural (NBO) charges for atoms 1 to 4, given in e: -0.62, -0.44, 0.09, -0.32



# 6
Formula: C5H14NO2P
Source: the Open Molecules 2025 dataset
Level of theory: ωB97M-V/def2-TZVPD

## Properties
Energy above the lowest of the compared OMol25 structures with the same formula, charge and spin: 29.0 kcal/mol
Kohn-Sham gap: 0.339 Eh

Bonds (Å) are listed after each position.
Element x y z (Å)
1 C 1.46542 -1.17403 -2.20779  C4 1.521, H10 1.089, H11 1.087, H12 1.088
2 C -0.09305 -0.14279 2.24137  C5 1.489, H13 1.088, H14 1.093, H15 1.088
3 C 0.23561 2.68688 1.19219  N6 1.445, H16 1.102, H17 1.091, H18 1.086
4 C 0.31448 -2.10333 -1.85476  C1 1.521, O8 1.422, H19 1.094, H20 1.094
5 C -0.50039 0.41451 0.92160  C2 1.489, N6 1.354, P9 1.800
6 N 0.13761 1.48639 0.39429  C3 1.445, C5 1.354, H23 1.018
7 O -1.70517 -0.06834 -1.53107  P9 1.461
8 O -0.17242 -1.86104 -0.54049  C4 1.422, P9 1.625
9 P -1.26358 -0.68496 -0.28263  C5 1.800, O7 1.461, O8 1.625, H22 1.380
10 H 1.12363 -0.14172 -2.15651  C1 1.089
11 H 2.29343 -1.30523 -1.51563  C1 1.087
12 H 1.80719 -1.38241 -3.21901  C1 1.088
13 H -0.19726 0.57927 3.04893  C2 1.088
14 H 0.95365 -0.45064 2.18365  C2 1.093
15 H -0.69820 -1.01927 2.46105  C2 1.088
16 H -0.76028 2.95419 1.57970  C3 1.102
17 H 0.91180 2.52039 2.03166  C3 1.091
18 H 0.62014 3.50122 0.58442  C3 1.086
19 H 0.63704 -3.14876 -1.86304  C4 1.094
20 H -0.49775 -1.96617 -2.57432  C4 1.094
21 H -2.23139 1.03401 1.21202  no bonds
22 H -2.19574 -1.39305 0.44873  P9 1.380
23 H -0.18477 1.66488 -0.55436  N6 1.018

Here are the natural (NBO) charges for atoms 1 to 4, given in e: -0.63, -0.68, -0.42, -0.06